(1)
C43H112N8O13 | the ωB97M-V functional and the def2-TZVPD basis

* SMILES string: COC[C@H](C)N.COC[C@H](C)N.COC[C@H](C)N.COC[C@H](C)N.COCCNCCOC.COCCNCCOC.COCCNCCOC.COCCNCCOC.CC(C)O
* lowest unoccupied orbital energy: 0.01263 hartree
* E: -84932.8669 eV
* relative energy (zero: lowest compared OMol25 entry of this formula, charge and spin): 3.427 eV
* frontier orbital gap: 8.8 eV
* HOMO energy: -0.3125 Eh

Positions of all 176 atoms, in Å:
C1 0.61877 -3.20429 -9.27878
O1 0.42712 -2.00060 -10.13769
C2 1.69530 -1.26840 -10.32385
C3 1.72137 -0.66972 -11.67676
N1 1.87042 -1.76482 -12.64924
C4 1.66361 -1.30218 -13.99936
C5 1.53115 -2.52587 -15.02900
O2 0.56789 -3.52172 -14.73205
C6 0.27110 -4.42280 -15.79310
H1 1.09818 -4.04132 -9.78636
H2 -0.36314 -3.57172 -8.98053
H3 1.29563 -2.96516 -8.45855
H4 2.53271 -1.94127 -10.13916
H5 1.70565 -0.49371 -9.55715
H6 2.57903 -0.00479 -11.77866
H7 0.81523 -0.10007 -11.88293
H8 1.20509 -2.50303 -12.46906
H9 2.49529 -0.68648 -14.34187
H10 0.69661 -0.80638 -14.08425
H11 2.48137 -3.05925 -15.05505
H12 1.50341 -2.16365 -16.05668
H13 1.16640 -5.00267 -16.01736
H14 -0.14313 -3.97149 -16.69469
H15 -0.45501 -5.12510 -15.38368
C7 3.87487 7.26405 4.05509
O3 4.10337 8.67229 4.24394
C8 3.45551 9.46545 5.27749
C9 4.02476 10.93979 5.11521
N2 3.31063 11.81473 6.09246
C10 3.51254 13.27593 6.08039
C11 4.78993 13.53110 6.86120
O4 4.55272 13.69911 8.25912
C12 5.70714 14.01952 9.02479
H16 4.16620 6.63598 4.89697
H17 4.50928 6.92851 3.23471
H18 2.83447 7.03911 3.82044
H19 3.45020 9.03441 6.27863
H20 2.38435 9.44916 5.07632
H21 3.79135 11.24172 4.09420
H22 5.11014 10.94267 5.21543
H23 3.40662 11.58179 7.07053
H24 2.68516 13.72023 6.63368
H25 3.45523 13.70296 5.07915
H26 5.19134 14.52253 6.65132
H27 5.57111 12.81358 6.61016
H28 5.45876 13.99377 10.08580
H29 6.14470 14.97734 8.74334
H30 6.42377 13.21049 8.88331
C13 -0.69832 -9.99557 5.31948
O5 -0.56555 -8.58902 5.54798
C14 -1.67758 -7.98198 6.19252
C15 -1.45826 -6.46748 6.36277
N3 -0.32858 -6.10460 7.20697
C16 0.92874 -6.30981 6.50031
C17 2.08302 -5.68294 7.30968
O6 3.31627 -6.26163 6.87916
C18 4.36146 -6.11977 7.76898
H31 -0.79458 -10.51412 6.27338
H32 0.13369 -10.38791 4.73473
H33 -1.61586 -10.18435 4.76217
H34 -2.06014 -8.50461 7.06922
H35 -2.47839 -8.01938 5.45401
H36 -2.34531 -5.99277 6.78217
H37 -1.42758 -6.05702 5.35349
H38 -0.28061 -6.92503 7.79408
H39 0.81089 -5.82331 5.53205
H40 1.13526 -7.37732 6.42381
H41 1.90203 -5.82928 8.37454
H42 2.12516 -4.62316 7.05830
H43 5.25688 -6.66223 7.46560
H44 4.05943 -6.56934 8.71489
H45 4.59737 -5.07052 7.94650
C19 -4.39081 5.62155 2.84125
O7 -3.95691 4.48324 3.56977
C20 -4.15450 3.24854 2.95475
C21 -3.88261 2.06450 3.85388
N4 -2.47731 2.12179 4.32310
C22 -2.26757 1.25956 5.51649
C23 -0.89220 1.43331 6.14886
O8 -0.69727 2.81925 6.52448
C24 0.55802 2.96194 7.28696
H46 -3.87708 5.62402 1.87991
H47 -4.12202 6.60228 3.23370
H48 -5.46652 5.54501 2.68282
H49 -3.50564 3.10817 2.09025
H50 -5.20804 3.14394 2.69552
H51 -4.15465 1.15818 3.31287
H52 -4.62107 2.18923 4.64585
H53 -2.51818 3.06039 4.69384
H54 -2.53847 0.21920 5.33661
H55 -2.99188 1.48060 6.30047
H56 -0.14422 1.08462 5.43679
H57 -0.75998 0.70996 6.95346
H58 0.33306 2.45788 8.22685
H59 0.79311 4.01351 7.45140
H60 1.37594 2.50001 6.73403
C25 0.16366 6.58178 -2.60926
C26 1.64064 6.69262 -3.05493
C27 1.76536 7.05921 -4.57086
O9 1.06656 6.08753 -5.35895
C28 1.18943 6.10068 -6.72377
N5 2.29058 7.75169 -2.28806
H61 -0.37514 5.79972 -3.14419
H62 -0.26404 7.55264 -2.85948
H63 0.11149 6.28946 -1.56047
H64 2.25072 5.81573 -2.83822
H65 2.80111 7.26497 -4.84102
H66 1.21513 7.98146 -4.75740
H67 2.07341 5.57827 -7.08951
H68 1.11321 7.12627 -7.08498
H69 0.34642 5.54427 -7.13347
H70 3.26210 7.80793 -2.55841
H71 2.45015 7.32514 -1.38655
C29 -9.19191 -3.04876 0.53561
C30 -10.53184 -2.48713 0.04542
C31 -10.52920 -1.92931 -1.33745
O10 -9.64999 -0.85233 -1.48922
C32 -10.14930 0.43911 -1.18163
N6 -11.57414 -3.47199 0.29683
H72 -8.75410 -3.61351 -0.28747
H73 -9.19089 -3.73625 1.38145
H74 -8.45382 -2.28534 0.78162
H75 -10.83870 -1.63289 0.64892
H76 -11.57681 -1.83083 -1.62189
H77 -10.04353 -2.64554 -2.00021
H78 -9.39026 1.21736 -1.26096
H79 -10.59911 0.52651 -0.19262
H80 -10.88448 0.79864 -1.90159
H81 -11.17179 -4.31928 -0.07777
H82 -11.64742 -3.63899 1.29023
C33 5.22728 -2.50125 -1.41147
C34 6.00133 -3.06569 -0.21176
C35 5.39630 -2.59966 1.13584
O11 5.64503 -1.22053 1.46466
C36 7.01528 -0.89359 1.72707
N7 5.85223 -4.50703 -0.35292
H83 5.64153 -2.87625 -2.34734
H84 5.19479 -1.41414 -1.33914
H85 4.15954 -2.72037 -1.40644
H86 7.04262 -2.74708 -0.16373
H87 5.61789 -3.21943 2.00468
H88 4.32937 -2.81845 1.17926
H89 7.15722 0.14283 2.03331
H90 7.72719 -1.15105 0.94286
H91 7.41915 -1.54593 2.50130
H92 6.19300 -5.00531 0.45682
H93 4.85850 -4.67769 -0.29392
C37 0.65160 -9.19224 -1.60179
C38 -0.00353 -7.84024 -1.41286
C39 -1.44630 -8.01955 -1.87623
O12 -1.47889 -8.17495 -3.25880
C40 -2.67098 -8.48195 -3.91882
N8 0.05896 -7.50264 -0.00711
H94 0.72881 -9.50264 -2.64379
H95 0.19570 -9.99685 -1.02485
H96 1.71339 -9.21624 -1.35659
H97 0.45915 -7.09514 -2.06005
H98 -1.98078 -7.12367 -1.56026
H99 -1.81863 -8.91743 -1.38300
H100 -3.42752 -7.71791 -3.73993
H101 -3.16170 -9.41257 -3.63379
H102 -2.40666 -8.65299 -4.96236
H103 -0.46423 -6.64577 0.10309
H104 -0.47778 -8.16862 0.52998
C41 -2.77507 -0.91693 -1.86396
C42 -1.58751 -1.38605 -0.97228
C43 -0.58434 -0.24396 -0.79121
O13 -1.99989 -1.81176 0.28782
H105 -3.38712 -0.15079 -1.38801
H106 -3.46788 -1.73793 -2.04858
H107 -2.36912 -0.42361 -2.74709
H108 -1.10522 -2.13250 -1.60338
H109 -0.23351 0.08108 -1.77069
H110 0.28800 -0.42069 -0.16201
H111 -1.03748 0.61239 -0.29180
H112 -1.92007 -1.05334 0.87094

Cartesian forces (eV/Å) of the 2 atoms listed first:
C 0.0 1.2 -1.1
O 1.4 -1.4 0.7

These are the Löwdin partial charges, in e, on atoms 1 to 99: -0.075, -0.208, -0.218, -0.222, -0.069, -0.195, -0.211, -0.202, -0.106, 0.075, 0.080, 0.076, 0.117, 0.118, 0.123, 0.119, 0.102, 0.116, 0.108, 0.108, 0.109, 0.084, 0.085, 0.086, -0.102, -0.221, -0.181, -0.163, -0.087, -0.180, -0.233, -0.207, -0.106, 0.075, 0.081, 0.079, 0.110, 0.107, 0.114, 0.099, 0.100, 0.114, 0.118, 0.112, 0.115, 0.087, 0.084, 0.083, -0.087, -0.216, -0.223, -0.210, -0.059, -0.210, -0.195, -0.194, -0.146, 0.084, 0.090, 0.080, 0.122, 0.113, 0.111, 0.117, 0.099, 0.124, 0.111, 0.116, 0.120, 0.088, 0.081, 0.086, -0.093, -0.188, -0.266, -0.223, -0.028, -0.213, -0.235, -0.201, -0.070, 0.083, 0.087, 0.085, 0.124, 0.120, 0.119, 0.115, 0.087, 0.116, 0.109, 0.114, 0.114, 0.082, 0.081, 0.081, -0.051, -0.430, -0.173

***

(2)
C43H30AgN2O8P2 | the ωB97M-V functional and the def2-TZVPD basis

* lowest unoccupied orbital energy: 0.07627 hartree
* net charge: -1
* E: -87009.9790 eV
* relative energy (zero: lowest compared OMol25 entry of this formula, charge and spin): 2.317 eV
* frontier orbital gap: 6.6 eV
* HOMO energy: -0.1652 Eh

Positions of all 86 atoms, in Å:
Ag1 -0.28343 0.22973 -0.34822
O1 -3.18864 2.73395 -1.39376
C1 -2.65793 1.67292 -1.67374
O2 -2.42968 0.68038 -0.84862
C2 -2.38532 1.32292 -3.10992
C3 -3.18532 1.95518 -4.09457
C4 -3.33022 1.38514 -5.37859
C5 -2.52818 0.25872 -5.74713
C6 -1.68394 -0.29461 -4.76048
C7 -1.42091 0.29697 -3.47158
O3 -0.42986 -0.02743 -2.75199
N1 -0.90944 -1.44645 -5.14062
O4 0.27638 -1.54478 -4.80468
O5 -1.54240 -2.25039 -5.84656
N2 -4.48618 1.75956 -6.14464
O6 -5.19806 2.70173 -5.71531
O7 -4.69272 1.10046 -7.17005
H1 -3.65038 2.90287 -3.81579
H2 -2.55298 -0.21300 -6.73482
O8 2.45750 0.88459 1.53050
C8 3.16131 -0.29625 1.73951
C9 4.10450 -0.41395 2.78701
C10 4.73551 -1.65447 3.03869
C11 4.38628 -2.71167 2.23673
C12 3.66234 -2.53098 1.05558
C13 2.91313 -1.36991 0.84233
P1 1.54092 -1.28357 -0.33219
C14 2.55599 -0.99016 -1.81457
C15 3.03913 -2.06495 -2.53832
C16 3.90576 -1.82360 -3.62630
C17 4.39908 -0.55142 -3.82875
C18 3.99595 0.52473 -2.98268
C19 3.12815 0.27658 -1.92390
C20 0.79392 -2.87801 -0.58683
C21 0.73616 -3.90193 0.34642
C22 0.08924 -5.10440 0.10829
C23 -0.46216 -5.32737 -1.15639
C24 -0.50498 -4.28666 -2.07353
C25 0.08071 -3.05052 -1.77126
C26 1.96626 1.57348 2.64364
C27 2.85785 2.42464 3.35832
C28 2.43227 3.12825 4.43656
C29 1.11052 3.06490 4.85927
C30 0.23979 2.16281 4.19255
C31 0.58001 1.58090 2.98057
P2 -0.74637 1.10197 1.79490
C32 -1.63640 2.72508 1.76789
C33 -1.33287 3.64708 0.77742
C34 -1.79730 4.95944 0.85859
C35 -2.54684 5.36704 1.97335
C36 -2.81913 4.45582 2.96731
C37 -2.44688 3.10636 2.81828
C38 -1.85893 -0.13894 2.57392
C39 -1.34061 -1.01548 3.56252
C40 -2.21031 -1.93551 4.15930
C41 -3.44410 -2.18281 3.57646
C42 -3.95255 -1.31724 2.56950
C43 -3.19116 -0.28730 2.10669
H3 4.38515 0.41183 3.42560
H4 5.49082 -1.71395 3.84315
H5 4.80624 -3.68123 2.55625
H6 3.58332 -3.30465 0.30951
H7 2.65088 -3.05603 -2.43187
H8 4.26923 -2.69786 -4.18058
H9 5.06166 -0.30193 -4.66032
H10 4.35714 1.49663 -3.15803
H11 2.75149 1.03359 -1.22339
H12 1.37192 -3.81161 1.22083
H13 -0.05218 -5.87642 0.90393
H14 -0.80889 -6.34909 -1.36858
H15 -1.05814 -4.39697 -3.02910
H16 0.03491 -2.20859 -2.46684
H17 3.88557 2.51113 2.98991
H18 3.18327 3.72873 5.03192
H19 0.69887 3.82382 5.56245
H20 -0.71881 1.95641 4.64931
H21 -0.71193 3.38971 -0.10744
H22 -1.57778 5.71184 0.05067
H23 -2.89368 6.37971 2.07669
H24 -3.34244 4.81596 3.84853
H25 -2.82456 2.40442 3.54276
H26 -0.34623 -0.80549 4.02369
H27 -1.89948 -2.52725 4.99730
H28 -4.13450 -2.99464 3.92029
H29 -4.95634 -1.45001 2.22357
H30 -3.50796 0.42148 1.37347

Cartesian forces (eV/Å) of the 2 atoms listed first:
Ag 0.0 0.0 -0.6
O -0.1 0.7 0.2

Per-atom Löwdin charges, elementary charge units: 0.598, 0.015, -0.639, -0.193, -0.046, 0.067, -0.165, 0.089, -0.085, -0.309, -0.114, -0.335, 0.052, 0.023, -0.358, 0.014, 0.020, 0.124, 0.124, -0.061, -0.227, -0.002, -0.085, -0.105, -0.077, -0.258, 1.025, -0.353, -0.080, -0.077, -0.085, -0.060, -0.087, -0.390, -0.108, -0.096, -0.103, -0.061, -0.093, -0.219, -0.044, -0.114, -0.069, -0.089, -0.266, 1.033, -0.353, -0.107, -0.070, -0.098, -0.090, -0.101, -0.338, -0.092, -0.111, -0.090, -0.077, -0.090, 0.092, 0.113, 0.108, 0.108, 0.097, 0.106, 0.097, 0.080, 0.103, 0.091, 0.112, 0.102, 0.119, 0.075, 0.123, 0.124, 0.114, 0.102, 0.115, 0.122, 0.092, 0.096, 0.099, 0.108, 0.088, 0.109, 0.097, 0.092